No. 1
Density functional theory data (ωB97M-V/def2-TZVPD) for a structure of composition C3H4S.

XYZ file:
```
8
Properties=species:S:1:pos:R:3:forces:R:3:mulliken_charge:R:1
C -0.083740 -0.322878 -0.736463 0.8 -0.4 -0.4 -0.678
C -1.191331 0.289889 -0.333368 -1.5 0.9 1.1 -0.093
C 0.749628 -0.156720 0.466648 4.8 1.5 2.0 -0.232
S -0.572012 0.719922 1.295758 -1.0 0.3 0.2 -0.168
H 0.301490 -0.739106 -1.640823 -0.4 -0.3 -0.6 0.338
H -2.238279 0.580059 -0.619009 1.5 -0.6 -0.3 0.324
H 1.257812 -0.942452 1.111694 -1.4 0.1 -1.1 0.291
H 1.776433 0.571285 0.455563 -2.9 -1.5 -0.8 0.218
```
Positions in Å, forces in eV/Å.

Kohn-Sham gap = 9.31 eV
E_tot = -514.81286 a.u.
Relative energy (zero: lowest compared OMol25 entry of this formula, charge and spin) = 77.9 kJ/mol
E_HOMO = -8.42 eV

---

No. 2
Density functional theory data (ωB97M-V/def2-TZVPD) for the ion C2H5N2O with charge +1.

XYZ file:
```
10
Properties=species:S:1:pos:R:3:forces:R:3:mulliken_charge:R:1
C -0.028926 1.050677 0.049383 -1.5 1.7 1.0 -0.265
C 0.106792 -1.201070 0.026400 -4.1 -0.9 -0.8 -0.196
N 1.261041 0.643370 -0.055358 1.8 -0.5 0.6 0.190
N -0.908424 -0.117466 0.106352 3.4 1.8 1.1 -0.275
O 1.353533 -0.621388 0.009068 1.4 3.2 -0.4 0.016
H -0.018366 1.866339 0.931196 0.3 -1.8 -0.6 0.325
H -0.157374 1.951310 -0.618918 -0.2 -1.0 -0.5 0.336
H -0.000421 -1.759566 0.895999 0.3 -1.3 1.5 0.276
H 0.056281 -1.821849 -0.843614 -0.2 -0.5 -0.6 0.300
H -1.664132 0.009646 -0.500507 -1.1 -0.7 -1.4 0.294
```
Positions in Å, forces in eV/Å.

Kohn-Sham gap (alpha / beta) = 7.76 / 7.76 eV
E_tot = -263.51780 a.u.
Net charge = +1
Relative energy (zero: lowest compared OMol25 entry of this formula, charge and spin) = 515.9 kJ/mol
E_HOMO (alpha / beta) = -15.45 / -15.45 eV

---

No. 3
Density functional theory data (ωB97M-V/def2-TZVPD) for a structure of composition C25H44O2P2Tb.

XYZ file:
```
74
Properties=species:S:1:pos:R:3:forces:R:3:lowdin_spin:R:1
Tb 0.700675 -0.073278 0.445081 1.8 3.8 -3.4 6.087
C -1.433157 -0.762579 1.527349 0.1 -1.4 0.9 -0.001
C -1.073457 -1.884385 0.727831 0.1 -0.2 0.7 -0.003
C 0.656379 -1.525639 2.209348 -1.3 0.1 0.2 -0.032
C -0.382990 -0.540701 2.464728 0.1 -1.3 0.0 -0.030
C 0.237023 -2.318239 1.095088 -1.1 -0.1 1.0 -0.002
C -2.787546 -0.149655 1.593020 -0.3 0.2 -0.2 0.000
H -3.284434 -0.194763 0.618729 0.0 0.1 0.2 0.000
H -2.727562 0.894570 1.901898 -0.2 0.0 0.0 0.000
H -3.424416 -0.679864 2.319457 0.2 0.1 -0.2 0.000
C -0.326641 0.541920 3.477303 0.0 0.6 0.6 -0.002
H -1.287627 1.064422 3.514439 0.2 -0.1 0.2 0.000
H 0.456994 1.294288 3.265474 -0.5 -0.5 0.2 -0.001
H -0.116992 0.125047 4.469487 -0.1 0.1 -0.1 -0.001
C 2.014636 -1.436755 2.795328 0.9 -0.1 0.4 -0.002
H 1.926687 -1.619250 3.877497 0.3 0.0 -0.2 -0.001
H 2.469857 -0.414621 2.655489 -0.4 -1.0 0.2 -0.001
H 2.683849 -2.192566 2.350672 -0.2 0.2 0.4 0.000
C 1.036720 -3.347916 0.379859 0.0 -0.4 -0.2 0.002
H 1.007594 -4.306547 0.909935 0.1 0.1 -0.1 0.000
H 2.089516 -3.052074 0.297820 0.0 -0.2 -0.1 0.000
H 0.631256 -3.523505 -0.624354 0.2 0.0 0.2 0.000
C -1.990006 -2.595933 -0.204092 -0.3 -0.3 -0.6 -0.002
H -2.295956 -3.581542 0.188433 0.2 0.4 0.0 0.000
H -1.536222 -2.770825 -1.189261 -0.1 0.0 0.2 0.000
H -2.915348 -2.030519 -0.359292 0.2 -0.1 0.0 0.000
C -0.841943 2.310396 -2.098493 0.3 -0.3 1.0 0.000
C -1.956537 1.557024 -1.965195 0.6 -0.3 1.0 0.000
C -2.379507 0.293461 -2.685037 -0.2 0.2 -0.5 0.000
C -1.369067 -0.281531 -3.710171 -0.9 0.3 -0.4 0.000
C -0.035775 -0.774948 -3.229797 0.4 0.5 1.1 0.000
C 1.101403 -0.057940 -3.058196 -0.3 -0.5 0.5 0.000
C 1.354505 1.418047 -3.235725 0.0 0.4 0.0 0.000
C 0.132300 2.379641 -3.236240 0.0 0.0 -0.5 0.000
H -3.328608 0.558380 -3.191842 0.4 -0.4 -0.1 0.000
H -1.231625 0.512975 -4.480988 0.1 -1.0 0.7 0.000
H -2.674724 -0.504384 -1.980199 0.2 0.5 0.1 0.000
H -0.460603 2.249483 -4.162430 0.7 0.0 1.1 0.000
H -0.566770 2.979443 -1.262554 -0.8 0.1 -0.5 0.000
H -2.654470 1.859009 -1.167190 0.5 -0.3 -0.1 0.000
H 0.522330 3.416187 -3.295326 -0.1 -0.5 0.2 0.000
H 2.049125 1.780045 -2.448796 -0.3 -0.4 -0.2 0.000
H 2.008201 -0.628188 -2.778023 -0.4 0.2 -0.2 0.000
H 1.947894 1.523752 -4.171097 -0.4 0.1 0.3 0.000
H -1.840609 -1.135952 -4.228276 0.0 0.3 0.2 0.000
H 0.014989 -1.844071 -2.976133 0.1 0.3 -0.3 0.000
P -0.296185 1.500875 -6.081315 0.6 -0.1 0.1 0.000
C -0.397720 3.311840 -6.256548 -0.2 0.1 -0.5 0.000
C -1.565305 0.909332 -7.215262 0.0 0.2 -0.7 0.000
P 2.048083 -0.498357 -6.587395 0.1 0.6 -0.8 0.000
C 1.270079 1.158129 -6.938437 -0.3 0.2 -0.6 0.000
C 1.397963 -1.354231 -8.083445 -0.1 -0.4 0.1 0.000
C 3.619107 -0.012398 -7.417385 0.3 -0.2 0.1 0.000
H 0.471487 3.798675 -5.791863 -0.3 -0.2 -0.2 0.000
H -1.312941 3.692460 -5.783123 0.2 0.0 -0.2 0.000
H -0.418292 3.514271 -7.329864 0.0 0.5 0.1 0.000
H -1.453508 1.493220 -8.136740 -0.4 -0.3 -0.2 0.000
H -2.554897 1.082602 -6.774751 0.2 -0.1 -0.2 0.000
H -1.436727 -0.162807 -7.416937 -0.1 0.3 0.0 0.000
H 3.396855 0.317245 -8.438762 0.2 0.0 0.2 0.000
H 4.289143 -0.876856 -7.457935 0.1 0.2 0.0 0.000
H 4.097032 0.803483 -6.868069 0.1 -0.2 -0.1 0.000
H 1.996750 1.953049 -6.689725 -0.3 -0.3 -0.1 0.000
H 1.023365 1.221263 -8.013209 0.6 0.1 0.1 0.000
H 1.941613 -2.301480 -8.191737 -0.3 0.1 0.0 0.000
H 1.600409 -0.737443 -8.968273 -0.2 -0.2 0.1 0.000
H 0.323800 -1.551921 -8.005442 0.2 -0.1 -0.1 0.000
C 3.192708 2.461158 3.629451 -0.5 -0.3 -0.3 0.000
O 2.742348 2.679452 2.251144 0.6 0.0 0.2 -0.001
C 2.183019 1.642883 1.665071 -0.6 -0.7 -0.9 0.004
O 2.109073 1.684920 0.381776 0.2 0.6 0.6 -0.016
H 3.192653 3.419225 4.155323 0.0 -0.2 -0.3 0.000
H 4.202787 2.040563 3.597828 -0.2 0.2 0.0 0.000
H 2.517057 1.755028 4.140465 0.2 0.3 -0.2 0.000
```
Positions in Å, forces in eV/Å.

Kohn-Sham gap (alpha / beta) = 5.54 / 6.85 eV
Multiplicity = 7
E_tot = -2636.22051 a.u.
Net charge = +1
Relative energy (zero: lowest compared OMol25 entry of this formula, charge and spin) = 381.9 kJ/mol
E_HOMO (alpha / beta) = -9.82 / -9.82 eV